1.
Computed, not measured: a structure of composition C24H41AuF6Ge2NO4PS2, with ωB97M-V/def2-TZVPD.

- Total charge: +2
- E: -7320.7112 hartree
- E_LUMO: -0.2464 hartree
- Highest occupied orbital energy: -14.65 eV
- Energy relative to the best compared isomer or geometry (same formula, charge and spin): 0.0000 eV
- Molar mass: 958.88 g/mol

Structure (XYZ):
```
82
C24H41AuF6Ge2NO4PS2, DFT ωB97M-V/def2-TZVPD
Au 0.80 0.35 0.31
F -4.09 2.90 -1.29
C -4.52 1.88 -0.60
F -5.25 2.23 0.43
F -5.18 1.05 -1.39
S -3.09 0.81 0.01
O -2.18 0.80 -1.17
O -3.63 -0.47 0.33
N -2.30 1.39 1.24
S -1.78 2.98 1.20
O -2.83 3.80 0.70
O -0.46 3.04 0.67
C -1.65 3.32 3.01
F -2.82 3.15 3.60
F -0.75 2.48 3.54
F -1.23 4.56 3.15
C -3.19 -2.58 3.01
C -3.01 -1.07 3.15
Ge -1.39 -0.47 2.25
C -0.06 -0.40 3.69
C 1.44 -0.37 3.45
C -0.59 -1.42 0.74
C -0.53 -1.67 -0.61
Ge -1.52 -0.78 -2.10
C -3.10 -1.76 -2.64
C -2.78 -2.92 -3.59
C -0.56 0.19 -3.49
C 0.95 0.34 -3.38
C 0.13 -2.90 -1.10
C 0.32 -4.01 -0.27
C 0.89 -5.17 -0.76
C 1.29 -5.24 -2.09
C 1.09 -4.16 -2.93
C 0.51 -3.00 -2.44
H -4.08 -2.90 3.54
H -2.35 -3.13 3.44
H -3.30 -2.88 1.97
H -2.85 -0.78 4.19
H -3.88 -0.53 2.77
H -0.35 -1.35 4.16
H -0.38 0.36 4.39
H 1.77 -1.17 2.78
H 1.97 -0.50 4.39
H 1.76 0.58 3.02
H 0.03 -2.11 1.31
H -3.75 -1.03 -3.13
H -3.62 -2.11 -1.74
H -2.22 -2.60 -4.47
H -3.71 -3.37 -3.94
H -2.21 -3.71 -3.09
H -1.04 1.18 -3.48
H -0.85 -0.27 -4.43
H 1.24 0.76 -2.41
H 1.32 1.02 -4.15
H 1.48 -0.60 -3.50
H -0.03 -4.00 0.76
H 1.02 -6.02 -0.11
H 1.75 -6.15 -2.47
H 1.39 -4.21 -3.97
H 0.36 -2.17 -3.12
C 4.24 -0.40 -0.20
C 4.12 0.85 0.67
P 2.61 1.81 0.34
C 2.90 2.64 -1.25
C 1.74 3.53 -1.70
C 2.54 3.12 1.60
C 3.81 3.97 1.70
H 5.18 -0.92 0.01
H 4.23 -0.17 -1.26
H 3.42 -1.10 0.00
H 4.97 1.52 0.50
H 4.13 0.60 1.73
H 3.12 1.86 -1.98
H 3.82 3.23 -1.14
H 0.81 2.98 -1.78
H 1.97 3.97 -2.67
H 1.58 4.36 -1.00
H 2.33 2.63 2.56
H 1.67 3.73 1.37
H 4.68 3.38 1.99
H 3.67 4.74 2.46
H 4.03 4.48 0.76
```

Mulliken atomic charge list, values in e, 5 entries: number 1, Au, carries 0.7511; number 2, F, carries -0.1125; number 3, C, carries 0.5993; number 4, F, carries -0.1518; number 5, F, carries -0.1595


2.
Computed, not measured: a cluster of 10 separate species, C24H41BClN9O4PS2 in total, with ωB97M-V/def2-TZVPD.

- Total charge: -1
- E: -3355.6759 hartree
- E_LUMO: 0.0627 hartree
- Highest occupied orbital energy: -4.91 eV
- Molar mass: 661.02 g/mol

Structure (XYZ):
```
83
C24H41BClN9O4PS2, DFT ωB97M-V/def2-TZVPD
O 1.22 -0.74 0.89
S 1.69 -0.07 -0.28
O 2.92 0.66 -0.15
Cl 2.02 -1.56 -1.69
C 0.45 0.88 -1.06
C 0.15 2.16 -0.27
C -0.99 2.90 -1.01
C -2.28 3.03 -0.21
B -2.79 1.65 0.47
O -2.39 0.43 -0.28
C -3.26 -0.54 0.25
C -4.61 0.19 0.18
P -5.24 0.23 -1.54
S -5.77 -1.46 -2.38
O -4.31 1.53 0.48
H -0.44 0.27 -1.22
H 0.86 1.16 -2.03
H -0.07 1.95 0.78
H 1.05 2.76 -0.30
H -1.19 2.40 -1.96
H -0.60 3.89 -1.26
H -2.20 3.84 0.52
H -3.05 3.36 -0.92
H -2.40 1.60 1.66
H -3.24 -1.49 -0.28
H -3.03 -0.69 1.32
H -5.40 -0.21 0.82
H -6.30 1.15 -1.52
H -4.21 0.88 -2.23
C -1.00 7.50 0.28
C -0.44 6.25 0.77
N -0.03 5.26 1.17
H -1.00 8.25 1.07
H -0.41 7.87 -0.56
H -2.02 7.34 -0.06
C 1.65 -5.38 -0.52
C 1.06 -6.39 -1.39
N 0.59 -7.17 -2.09
H 1.62 -4.41 -1.01
H 1.09 -5.32 0.41
H 2.68 -5.64 -0.30
C -1.69 -3.95 -3.21
C -2.59 -3.67 -2.10
N -3.31 -3.46 -1.24
H -1.64 -3.07 -3.86
H -0.70 -4.18 -2.85
H -2.06 -4.79 -3.79
C 4.54 4.32 -1.13
C 3.20 4.00 -1.62
N 2.15 3.73 -1.98
H 5.16 3.42 -1.16
H 4.99 5.09 -1.75
H 4.48 4.68 -0.11
C 1.13 -3.00 3.47
C 0.90 -4.41 3.16
N 0.72 -5.51 2.91
H 0.20 -2.44 3.35
H 1.48 -2.91 4.49
H 1.87 -2.59 2.79
C -7.86 0.60 1.86
C -8.30 0.15 0.55
N -8.64 -0.17 -0.50
H -8.53 1.38 2.23
H -7.87 -0.23 2.56
H -6.85 1.00 1.80
C 3.76 -7.01 3.00
C 5.05 -7.57 3.39
N 6.06 -8.01 3.69
H 3.36 -6.40 3.81
H 3.88 -6.39 2.12
H 3.06 -7.81 2.78
C 3.92 -0.11 3.45
C 4.06 -0.98 4.61
N 4.16 -1.68 5.52
H 4.30 -0.60 2.56
H 2.87 0.12 3.29
H 4.47 0.82 3.61
C 4.58 3.62 -5.13
C 5.77 4.42 -4.88
N 6.71 5.05 -4.68
H 3.95 3.63 -4.24
H 4.02 4.03 -5.96
H 4.87 2.59 -5.35
```

Mulliken atomic charge list, values in e, 5 entries: number 1, O, carries -0.4324; number 2, S, carries 1.0932; number 3, O, carries -0.5754; number 4, Cl, carries -0.3469; number 5, C, carries -0.6425


3.
Computed, not measured: a structure of composition C24H41BeIN2O4Si, with ωB97M-V/def2-TZVPD.

- Total charge: 0
- E: -1951.8055 hartree
- E_LUMO: -0.0260 hartree
- Highest occupied orbital energy: -7.43 eV
- Energy relative to the best compared isomer or geometry (same formula, charge and spin): 0.0000 eV
- Molar mass: 585.60 g/mol

Structure (XYZ):
```
74
C24H41BeIN2O4Si, DFT ωB97M-V/def2-TZVPD
C -1.12 1.18 -2.21
C 0.27 4.47 -0.97
H -1.14 1.35 -3.31
H -0.97 2.15 -1.73
H -2.11 0.78 -1.92
H 1.14 4.91 -0.48
H -0.65 4.85 -0.51
H 0.32 3.37 -0.93
C -0.83 -1.77 -3.71
C -0.86 -2.43 -4.93
C 0.23 -2.30 -5.81
C 1.30 -1.48 -5.44
H -1.68 -1.78 -3.01
H -1.73 -3.03 -5.19
H 0.23 -2.82 -6.76
H 2.17 -1.33 -6.08
N 0.23 -1.04 -3.33
C 1.26 -0.84 -4.20
C 2.24 0.13 -3.70
N 1.81 0.74 -2.57
C 2.62 1.54 -1.87
C 4.36 1.25 -3.50
C 3.91 1.82 -2.30
H 2.19 1.92 -0.94
H 4.53 2.47 -1.70
C 3.50 0.42 -4.24
H 3.76 -0.03 -5.19
H 5.37 1.45 -3.86
Be 0.30 0.08 -1.99
I 0.30 5.14 -2.99
C -2.29 2.87 1.35
C -1.39 1.94 2.15
C 0.00 2.52 2.37
C -2.04 1.53 3.46
O -1.25 0.70 1.28
Si -0.13 -0.40 0.83
O 0.71 -0.13 -0.50
O 0.92 -0.43 2.09
C 1.58 -1.22 3.14
C 3.06 -0.85 3.15
C 0.93 -0.81 4.46
C 1.44 -2.71 2.86
O -0.88 -1.86 0.57
C -2.25 -2.18 0.94
C -2.57 -3.41 0.08
C -2.22 -2.49 2.43
C -3.24 -1.06 0.62
H -2.48 3.81 1.90
H -3.27 2.40 1.17
H -1.83 3.13 0.39
H -0.07 3.46 2.95
H 0.63 1.81 2.92
H 0.49 2.76 1.41
H -3.03 1.08 3.29
H -1.42 0.83 4.02
H -2.19 2.43 4.08
H 3.22 0.23 3.25
H 3.55 -1.34 4.00
H 3.56 -1.19 2.23
H -0.16 -0.97 4.43
H 1.34 -1.40 5.29
H 1.13 0.26 4.67
H 0.40 -3.02 2.74
H 2.00 -2.98 1.96
H 1.86 -3.27 3.71
H -1.83 -4.20 0.24
H -3.56 -3.80 0.35
H -2.57 -3.15 -0.98
H -1.75 -1.66 2.99
H -3.24 -2.62 2.83
H -1.64 -3.41 2.60
H -3.10 -0.24 1.33
H -3.12 -0.69 -0.41
H -4.27 -1.44 0.73
```

Mulliken atomic charge list, values in e, 5 entries: number 1, C, carries -0.7189; number 2, C, carries -0.4166; number 3, H, carries 0.3078; number 4, H, carries -0.1349; number 5, H, carries 0.1182


4.
Computed, not measured: a structure of composition C24H41F3O3P2SW, with ωB97M-V/def2-TZVPD.

- Total charge: +2
- E: -2611.6905 hartree
- E_LUMO (alpha / beta): -0.3310 / -0.3200 hartree
- Highest occupied orbital energy (alpha / beta): -13.40 / -13.40 eV
- Molar mass: 712.44 g/mol
- 2S+1: 3

Structure (XYZ):
```
75
C24H41F3O3P2SW, DFT ωB97M-V/def2-TZVPD
W 0.08 -0.38 1.98
C -0.86 -2.13 2.93
C 0.47 -2.47 2.44
C 0.69 -0.80 4.06
C -0.73 -1.10 3.91
C 1.42 -1.66 3.18
C -2.13 -2.81 2.52
H -2.05 -3.24 1.52
H -2.97 -2.12 2.54
H -2.36 -3.64 3.21
C -1.83 -0.45 4.69
H -2.80 -0.64 4.23
H -1.69 0.64 4.71
H -1.85 -0.82 5.72
C 1.25 0.19 5.03
H 1.38 -0.25 6.03
H 0.59 1.06 5.12
H 2.23 0.56 4.70
C 2.91 -1.77 3.09
H 3.30 -2.45 3.86
H 3.39 -0.80 3.23
H 3.22 -2.16 2.11
C 0.81 -3.60 1.52
H 1.02 -4.52 2.08
H 1.69 -3.37 0.91
H -0.02 -3.82 0.84
C -1.72 1.15 -4.89
C -1.79 -0.19 -4.91
C -0.95 -1.19 -5.66
C 0.40 -0.70 -6.22
C 1.34 -0.19 -5.16
C 1.40 1.03 -4.62
C 0.57 2.26 -4.89
C -0.77 2.06 -5.63
H -1.55 -1.61 -6.48
H 0.23 0.04 -7.01
H -0.76 -2.03 -4.98
H -0.59 1.71 -6.65
H -2.43 1.66 -4.24
H -2.56 -0.64 -4.28
H -1.24 3.05 -5.73
H 0.37 2.75 -3.93
H 2.16 1.18 -3.85
H 1.18 2.98 -5.46
H 0.87 -1.56 -6.72
H 2.04 -0.93 -4.77
P -1.12 -0.08 0.08
C -2.75 0.78 0.04
C -1.41 -1.45 -1.11
P 1.45 0.46 0.37
C 0.10 1.03 -0.77
C 2.50 -0.64 -0.68
C 2.57 1.89 0.64
H -2.72 1.56 0.82
H -3.53 0.06 0.29
H -2.95 1.22 -0.94
H -1.55 -1.07 -2.13
H -2.30 -2.01 -0.81
H -0.56 -2.13 -1.10
H 2.85 2.38 -0.30
H 3.48 1.54 1.14
H 2.05 2.59 1.30
H -0.14 2.07 -0.51
H 0.24 0.94 -1.85
H 3.45 -0.81 -0.17
H 2.69 -0.20 -1.66
H 2.00 -1.61 -0.81
F -1.29 4.95 3.88
C -0.68 3.77 4.25
F 0.63 4.01 4.61
F -1.36 3.23 5.34
S -0.72 2.60 2.86
O -2.03 1.81 2.86
O -0.78 3.33 1.52
O 0.59 1.48 2.75
```

Mulliken atomic charge list, values in e, 5 entries: number 1, W, carries -0.9502; number 2, C, carries 0.6583; number 3, C, carries 0.7299; number 4, C, carries 0.0223; number 5, C, carries 0.7640


5.
Computed, not measured: a structure of composition C24H41MnN10O3, with ωB97M-V/def2-TZVPD.

- Total charge: +1
- E: -2863.4102 hartree
- E_LUMO (alpha / beta): -0.0631 / -0.0631 hartree
- Highest occupied orbital energy (alpha / beta): -9.58 / -9.73 eV
- Energy relative to the best compared isomer or geometry (same formula, charge and spin): 0.0000 eV
- Molar mass: 572.60 g/mol
- 2S+1: 6

Structure (XYZ):
```
79
C24H41MnN10O3, DFT ωB97M-V/def2-TZVPD
Mn -0.28 0.84 1.13
N 0.28 -1.04 2.39
C 1.12 -0.83 3.60
C 2.62 -1.05 3.39
C 3.20 -0.13 2.32
C 2.88 1.33 2.52
N 1.75 1.73 1.70
H -0.62 -1.44 2.65
H 0.65 -1.72 1.74
H 0.81 -1.41 4.44
H 0.96 0.21 3.94
H 2.75 -2.11 3.16
H 3.10 -0.91 4.37
H 2.85 -0.47 1.33
H 4.27 -0.28 2.24
H 3.75 1.94 2.29
H 2.62 1.53 3.57
H 2.05 1.61 0.73
H 1.55 2.72 1.75
N -0.19 -2.56 -0.50
C 0.86 -2.26 -1.43
C 2.08 -3.07 -1.02
C 3.37 -2.87 -1.80
C 3.28 -3.21 -3.28
N 2.64 -2.07 -3.92
C 2.45 -1.91 -5.20
N 2.77 -2.86 -6.12
N 1.94 -0.75 -5.62
C 1.17 -0.76 -1.42
O 1.57 -0.23 -2.49
O 1.01 -0.14 -0.37
H -0.48 -3.52 -0.56
H -1.02 -2.01 -0.72
H 0.58 -2.51 -2.45
H 1.76 -4.13 -1.08
H 2.28 -2.89 0.07
H 4.15 -3.41 -1.27
H 3.70 -1.77 -1.77
H 2.70 -4.10 -3.48
H 4.30 -3.40 -3.70
H 2.15 -1.29 -3.32
H 3.21 -3.68 -5.77
H 2.94 -2.64 -7.07
H 1.64 -0.06 -4.90
H 1.50 -0.68 -6.54
O -1.49 1.09 -0.61
C -2.27 0.12 -1.05
C -2.21 -0.30 -2.39
C -3.07 -1.29 -2.87
C -4.00 -1.94 -2.03
C -4.04 -1.52 -0.71
C -3.21 -0.51 -0.18
C -3.33 -0.02 1.20
N -2.34 0.38 1.99
C -2.89 0.69 3.22
C -4.23 0.46 3.18
N -4.49 0.03 1.91
H -1.46 0.14 -3.03
H -3.01 -1.61 -3.92
H -4.65 -2.70 -2.42
H -4.69 -2.11 -0.05
H -2.30 1.09 4.04
H -4.99 0.52 3.93
H -5.39 -0.17 1.53
C -3.19 5.32 -0.09
C -2.20 4.66 0.81
C -1.79 4.99 2.09
C -0.89 3.99 2.45
N -0.73 3.10 1.48
N -1.55 3.53 0.48
C -0.16 3.81 3.76
H -3.88 5.93 0.48
H -3.76 4.58 -0.63
H -2.68 5.95 -0.83
H -2.08 5.85 2.67
H -1.65 2.88 -0.30
H 0.94 3.85 3.68
H -0.43 2.84 4.18
H -0.53 4.59 4.48
```

Mulliken atomic charge list, values in e, 5 entries: number 1, Mn, carries 0.9686; number 2, N, carries -0.2922; number 3, C, carries -0.5817; number 4, C, carries -1.1352; number 5, C, carries 0.4630


6.
Computed, not measured: a structure of composition C24H41N6O2PPtSSe2, with ωB97M-V/def2-TZVPD.

- Total charge: +2
- E: -7079.3505 hartree
- E_LUMO (alpha / beta): -0.3254 / -0.3249 hartree
- Highest occupied orbital energy (alpha / beta): -13.50 / -13.51 eV
- Energy relative to the best compared isomer or geometry (same formula, charge and spin): 0.0000 eV
- Molar mass: 861.67 g/mol

Structure (XYZ):
```
78
C24H41N6O2PPtSSe2, DFT ωB97M-V/def2-TZVPD
Pt -0.20 -0.40 -0.63
N 0.07 -3.10 -3.98
C -0.19 -2.09 -3.13
S 1.01 -1.78 -1.90
N -1.27 -1.39 -3.28
N -1.32 -0.34 -2.39
C -2.09 0.63 -2.79
C -2.45 1.78 -2.05
C -3.11 2.84 -2.71
C -3.51 3.94 -2.01
C -3.26 4.01 -0.63
C -2.62 2.98 0.03
C -2.20 1.85 -0.68
O -1.68 0.84 0.00
H 0.94 -3.60 -3.95
H -0.51 -3.18 -4.80
H -2.47 0.51 -3.80
H -3.30 2.76 -3.78
H -4.02 4.76 -2.51
H -3.59 4.88 -0.07
H -2.43 3.01 1.10
C -1.43 -3.68 -0.02
Se -1.38 -1.99 0.91
C 0.01 -2.39 2.18
C 1.38 -2.52 1.57
Se 1.98 -0.86 0.76
C 3.45 -1.67 -0.20
H -1.64 -4.45 0.72
H -0.50 -3.87 -0.53
H -2.25 -3.62 -0.73
H -0.28 -3.33 2.65
H -0.04 -1.59 2.92
H 1.43 -3.28 0.80
H 2.12 -2.76 2.34
H 4.17 -1.96 0.57
H 3.88 -0.91 -0.84
H 3.15 -2.54 -0.77
O 0.04 0.45 1.95
P 0.10 1.87 2.51
N 0.42 2.91 1.27
C 1.05 2.60 -0.02
C 0.93 3.90 -0.81
C 1.12 4.95 0.29
C 0.31 4.39 1.45
N 1.26 2.20 3.62
C 2.67 2.41 3.16
C 3.53 1.84 4.29
C 2.63 0.76 4.92
C 1.27 1.45 4.91
N -1.26 2.20 3.33
C -1.41 3.33 4.29
C -2.88 3.26 4.70
C -3.57 2.60 3.51
C -2.56 1.54 3.09
H 0.54 1.77 -0.54
H 2.10 2.31 0.09
H -0.07 3.99 -1.24
H 1.66 3.97 -1.61
H 0.78 5.95 0.00
H 2.17 5.02 0.56
H -0.74 4.70 1.40
H 0.71 4.69 2.42
H 2.87 3.46 2.98
H 2.86 1.87 2.23
H 3.74 2.61 5.03
H 4.48 1.45 3.92
H 2.94 0.47 5.92
H 2.60 -0.13 4.28
H 1.19 2.14 5.75
H 0.42 0.76 4.96
H -1.18 4.28 3.81
H -0.74 3.22 5.15
H -3.28 4.24 4.94
H -3.00 2.63 5.59
H -3.72 3.33 2.70
H -4.54 2.17 3.75
H -2.65 1.21 2.06
H -2.66 0.66 3.74
```

Mulliken atomic charge list, values in e, 5 entries: number 1, Pt, carries 1.4623; number 2, N, carries -0.3885; number 3, C, carries 0.6568; number 4, S, carries -0.4506; number 5, N, carries -1.2533